10 unconnected molecules or ions with the total composition C19H33B2ClN9O2. Source: the Open Molecules 2025 dataset; level of theory: wB97M-V/def2-TZVPD.

Last column: Löwdin charge in e.
Atoms and positions in Å:
C1 -4.06 0.08 -1.61  -0.069
H1 5.25 2.62 -6.65  0.076
H2 -2.18 -0.72 3.13  0.077
H3 -0.93 -1.31 1.85  0.084
H4 2.56 1.48 0.47  0.065
H5 -1.97 0.16 1.55  0.041
Cl1 -0.87 -4.01 2.89  0.325
C2 -5.12 0.78 -2.39  -0.269
C3 -5.49 -5.36 -0.18  -0.055
C4 5.08 1.64 -7.08  -0.071
H6 2.86 2.75 1.67  0.070
H7 5.61 6.74 -0.93  0.079
C5 -5.10 1.03 3.76  -0.246
O1 -3.01 -1.74 1.53  -0.103
H8 -1.91 -1.80 -0.90  0.060
H9 -0.85 -4.42 0.38  0.005
H10 -1.59 2.31 4.81  0.082
H11 4.47 2.53 -2.03  0.001
H12 -3.97 -0.74 4.04  0.054
H13 4.01 1.46 -7.16  0.079
H14 -2.93 2.90 3.80  0.035
C6 4.55 5.03 -1.61  -0.216
C7 2.63 -2.33 0.13  -0.055
O2 -2.54 -2.54 -0.77  0.001
H15 -5.07 -4.41 -0.51  0.076
H16 -5.15 -0.41 5.32  0.078
H17 4.25 6.25 0.11  0.080
H18 -3.53 -0.62 -2.25  0.073
H19 -2.48 -5.07 1.25  -0.039
C8 4.92 0.50 -1.59  -0.252
H20 -4.50 -0.46 -0.78  0.077
C9 4.30 1.54 -2.46  -0.087
H21 -1.50 3.92 4.07  0.075
N1 4.15 4.36 -2.47  0.130
H22 -6.29 -5.17 0.53  0.074
H23 5.76 5.31 0.12  0.083
H24 -3.35 0.81 -1.22  0.082
H25 3.22 1.37 -2.53  0.081
N2 -5.20 2.13 3.38  0.112
N3 0.77 -1.07 -1.27  0.120
C10 2.65 1.69 1.54  -0.072
N4 -5.95 1.33 -3.00  0.088
C11 1.58 -1.62 -0.66  -0.250
B1 -1.70 -4.17 1.18  -0.802
H26 3.15 -3.06 -0.50  0.080
H27 -5.90 -5.89 -1.04  0.071
N5 -0.70 1.84 1.78  0.141
C12 -4.42 -6.18 0.46  -0.268
H28 -5.70 -1.00 3.74  0.087
B2 -2.45 -2.78 0.68  -0.598
N6 6.18 -0.22 -5.54  0.125
C13 -1.96 -0.87 2.02  -0.149
C14 -4.97 -0.37 4.25  -0.047
H29 3.36 -1.61 0.51  0.036
C15 5.08 5.89 -0.51  -0.055
C16 5.70 0.59 -6.22  -0.270
C17 -1.20 2.31 2.72  -0.224
H30 4.74 1.50 -3.45  0.055
N7 4.59 0.22 2.61  0.115
C18 -1.84 2.90 3.93  -0.055
H31 5.52 1.60 -8.08  0.075
C19 3.73 0.87 2.14  -0.275
H32 1.70 1.46 2.02  0.038
N8 -3.59 -6.81 0.96  0.135
H33 2.17 -2.85 0.97  0.082
N9 5.40 -0.32 -0.91  0.126

**HOMO-LUMO gap**: 5.8 eV
**Total charge**: -1
**HOMO**: -4.27 eV

2 unconnected molecules or ions with the total composition C2H3BrO2. Source: the Open Molecules 2025 dataset; level of theory: wB97M-V/def2-TZVPD.

Last column: Löwdin charge in e.
Atoms and positions in Å:
H1 -3.11 1.08 -0.53  -0.212
Br1 -3.28 -0.27 0.05  0.329
O1 -0.44 0.72 0.35  -0.026
C1 1.71 -0.71 0.30  0.070
C2 0.71 0.07 -0.04  -0.402
O2 -0.01 0.67 -1.01  0.062
H2 1.86 -0.74 1.36  0.061
H3 2.57 -0.82 -0.48  0.117

**Energy relative to the best compared isomer or geometry (same formula, charge and spin)**: 124.4 kcal/mol
**HOMO-LUMO gap**: 11.0 eV
**Total charge**: 0
**HOMO**: -10.29 eV

2 unconnected molecules or ions with the total composition C2H3ClFO2S. Source: the Open Molecules 2025 dataset; level of theory: wB97M-V/def2-TZVPD.

Last column: Löwdin charge in e.
Atoms and positions in Å:
C1 -0.69 -0.77 1.08  -0.085
O1 -1.05 0.49 -2.01  -0.582
H1 -0.16 -1.69 0.86  0.063
H2 -1.65 -0.61 0.62  0.054
F1 -0.70 -0.49 2.41  -0.100
O2 1.10 -0.72 -2.15  -0.578
H3 0.04 1.69 0.35  0.006
Cl1 2.14 0.75 0.70  0.483
S1 0.42 0.56 -1.86  0.523
C2 0.55 0.79 0.02  -0.784

**Energy relative to the best compared isomer or geometry (same formula, charge and spin)**: 43.6 kcal/mol
**HOMO-LUMO gap**: 7.0 eV
**Total charge**: -1
**HOMO**: -3.35 eV

A molecular structure, C12H34N4O5P3S2Sr. Source: the Open Molecules 2025 dataset; level of theory: wB97M-V/def2-TZVPD.

Last column: Löwdin charge in e.
Atoms and positions in Å:
Sr1 0.32 -0.89 -0.14  1.339
H1 -3.13 -3.83 1.32  0.084
H2 3.72 2.22 -2.84  0.084
H3 1.93 -5.76 2.78  0.065
O1 0.13 -3.90 2.10  -0.382
H4 0.33 5.17 -0.70  0.082
H5 0.00 3.89 -1.88  0.063
C1 0.01 3.50 1.48  -0.116
N1 2.26 2.53 -1.39  -0.322
H6 -0.60 -0.68 -4.28  0.081
H7 -1.28 2.91 -4.01  0.086
N2 -1.68 0.91 -3.44  -0.304
C2 -0.20 4.22 -0.86  -0.125
H8 3.44 0.79 -1.83  0.089
H9 -1.56 0.26 -5.43  0.091
C3 2.55 -4.41 4.34  -0.306
H10 -1.91 -2.59 0.91  0.027
H11 -1.73 -4.24 0.32  0.086
H12 1.26 -6.13 4.38  0.078
H13 -3.79 -0.23 -0.77  0.087
H14 -1.51 -3.33 3.23  0.076
P1 1.11 -2.78 2.78  -0.255
H15 -2.01 1.00 1.41  0.109
C4 -3.64 0.85 -0.84  -0.097
O2 1.49 -3.45 4.20  -0.346
O3 1.71 0.94 0.75  -0.475
H16 0.38 2.67 2.09  0.077
C5 -0.92 0.32 -4.55  -0.090
H17 2.78 -4.41 5.40  0.115
H18 2.26 1.26 -3.08  0.060
O4 -1.46 -1.14 -1.81  -0.398
C6 -2.07 -3.64 1.16  -0.069
C7 2.14 -5.78 3.85  -0.084
P2 1.11 1.82 -0.39  0.595
N3 0.24 3.21 0.08  -0.355
H19 -1.27 4.39 -0.75  0.079
H20 2.71 3.89 0.15  0.073
H21 2.96 -6.49 4.03  0.076
H22 -0.04 0.93 -4.78  0.086
H23 -4.04 1.19 -1.79  0.077
H24 3.42 -4.05 3.78  0.071
H25 -1.45 -5.03 2.69  0.119
H26 -1.06 3.64 1.68  0.081
P3 -1.32 0.36 -1.95  0.476
S1 2.64 -2.59 1.58  0.226
C8 -1.26 -3.99 2.40  -0.320
H27 -0.49 0.84 0.46  -0.047
H28 3.71 4.04 -1.30  0.084
N4 -2.20 1.21 -0.75  -0.239
C9 3.23 3.33 -0.63  -0.110
O5 0.32 0.69 -1.71  -0.615
H29 -2.88 2.30 -4.46  0.089
S2 0.11 -1.14 3.20  0.256
C10 -2.11 2.29 -3.68  -0.095
H30 -1.82 -0.53 0.50  0.032
H31 0.54 4.41 1.79  0.082
C11 -1.62 0.59 0.49  -0.259
H32 -2.53 2.71 -2.78  0.066
H33 -4.16 1.34 -0.02  0.092
C12 2.96 1.64 -2.33  -0.118
H34 3.98 2.71 -0.14  0.089

**Multiplicity**: 2
**Energy relative to the best compared isomer or geometry (same formula, charge and spin)**: 95.7 kcal/mol
**HOMO-LUMO gap (alpha / beta)**: 5.1 / 6.5 eV
**Total charge**: 0
**HOMO (alpha / beta)**: -4.80 / -7.42 eV

9 unconnected molecules or ions with the total composition C36H48BBr2O26S4. Source: the Open Molecules 2025 dataset; level of theory: wB97M-V/def2-TZVPD.

Last column: Löwdin charge in e.
Atoms and positions in Å:
C1 10.25 -19.28 19.79  0.025
H1 1.58 -21.22 29.94  0.078
C2 8.68 -21.23 19.79  -0.385
O1 9.57 -17.38 18.50  0.118
O2 1.00 -19.71 23.93  -0.275
H2 4.35 -21.12 19.17  0.029
O3 1.38 -21.75 25.34  -0.299
H3 6.09 -11.94 23.85  0.102
H4 5.70 -12.09 22.18  0.099
H5 7.37 -15.18 21.39  0.050
S1 5.29 -21.34 27.07  0.636
C3 1.56 -18.22 18.98  0.024
O4 4.47 -21.04 28.45  -0.296
C4 11.20 -20.28 23.83  0.027
C5 0.71 -19.37 18.56  -0.391
H6 3.13 -20.70 30.55  0.079
H7 13.57 -21.92 26.31  0.121
H8 0.36 -18.23 15.29  0.117
C6 4.15 -17.25 21.53  -0.371
H9 5.07 -15.17 23.55  0.056
H10 10.45 -19.97 23.11  0.104
O5 9.44 -17.33 23.16  0.168
O6 6.26 -18.57 23.57  0.222
H11 7.52 -21.18 28.12  0.075
C7 9.96 -20.55 20.12  0.007
H12 12.80 -19.64 22.80  0.117
C8 9.30 -18.44 19.02  -0.385
C9 2.94 -21.33 23.09  -0.079
H13 5.84 -9.94 21.54  0.079
C10 4.33 -18.67 20.98  -0.380
O7 0.37 -21.92 23.07  -0.291
O8 7.74 -18.40 25.28  0.163
H14 10.69 -21.27 20.49  0.119
C11 3.67 -21.78 18.65  -0.633
C12 3.05 -21.32 28.39  -0.241
C13 2.06 -17.33 18.11  0.009
H15 3.49 -23.84 17.94  0.035
H16 3.51 -14.55 24.22  0.086
H17 4.56 -16.79 25.14  0.094
H18 3.11 -22.40 22.94  0.071
O9 2.39 -16.66 15.88  0.098
C14 1.35 -17.43 24.44  -0.016
S2 1.31 -21.30 23.96  0.629
C15 5.88 -10.01 22.63  -0.049
C16 7.94 -19.01 18.98  0.015
C17 4.79 -15.78 25.49  -0.258
S3 8.25 -13.16 22.59  0.645
H19 4.82 -9.90 22.89  0.082
O10 0.37 -20.28 19.28  0.115
O11 5.50 -22.78 26.99  -0.295
H20 6.61 -9.34 23.07  0.081
H21 6.51 -19.62 27.96  0.055
O12 7.65 -11.65 22.52  -0.263
C18 2.49 -20.69 29.67  -0.058
C19 12.93 -21.13 25.93  0.013
H22 2.55 -20.81 27.56  0.092
C20 1.80 -17.35 16.68  -0.412
C21 4.09 -23.22 18.60  -0.647
H23 1.46 -19.12 25.83  0.110
H24 5.10 -13.78 24.55  0.058
B1 6.23 -18.08 22.18  -0.814
H25 0.37 -17.28 24.87  0.084
H26 6.13 -14.00 21.67  0.040
O13 5.52 -19.06 21.30  0.232
O14 7.99 -13.74 23.90  -0.303
S4 4.01 -16.32 27.93  0.662
O15 5.32 -16.90 22.03  0.186
C22 7.17 -14.11 21.38  -0.074
H27 7.37 -13.83 20.35  0.071
O16 2.79 -16.38 28.72  -0.293
H28 3.73 -20.95 23.73  0.042
C23 6.87 -20.55 27.52  -0.084
H29 2.27 -19.64 29.46  0.069
C24 4.57 -14.72 24.41  -0.033
H30 4.17 -18.62 28.27  0.061
H31 2.83 -20.88 22.11  0.051
Br1 3.49 -21.15 16.78  0.635
C25 0.70 -18.29 16.32  0.006
O17 9.61 -13.13 22.13  -0.276
H32 1.95 -18.24 19.99  0.086
C26 11.60 -21.29 26.05  0.021
O18 9.42 -21.15 25.13  0.118
O19 3.78 -15.55 26.49  -0.272
C27 7.45 -18.36 24.13  -0.372
H33 5.83 -15.85 25.80  0.131
C28 0.36 -19.30 17.12  -0.019
H34 6.63 -20.52 19.26  0.096
H35 2.84 -19.11 24.62  0.095
C29 10.60 -20.91 25.04  -0.375
C30 12.52 -20.03 23.77  0.033
H36 11.41 -22.08 26.77  0.116
C31 7.69 -20.30 19.23  0.013
O20 5.26 -15.79 28.46  -0.299
O21 4.68 -20.60 26.00  -0.288
O22 3.14 -16.61 21.67  0.147
H37 -0.39 -20.04 16.85  0.118
H38 3.96 -23.73 19.55  0.065
O23 14.64 -19.88 24.85  0.114
C32 1.79 -18.88 24.82  -0.245
Br2 5.92 -23.59 17.84  0.562
C33 8.33 -17.72 23.03  -0.390
H39 5.20 -18.16 26.85  0.057
O24 3.46 -19.30 20.42  0.091
C34 4.26 -18.00 27.38  -0.128
O25 8.46 -22.38 20.09  0.096
C35 13.52 -20.33 24.83  -0.388
H40 11.23 -18.93 20.08  0.119
H41 7.14 -18.41 18.57  0.130
H42 2.17 -16.81 24.81  0.056
O26 7.62 -17.64 21.91  0.206
H43 7.41 -20.44 26.58  0.035
H44 1.45 -17.32 23.36  0.065
H45 2.83 -16.68 18.51  0.122
C36 6.27 -11.46 22.88  -0.283
H46 2.64 -21.74 18.99  0.050
H47 2.93 -22.40 28.32  0.122
H48 3.44 -18.19 26.69  0.050

**HOMO-LUMO gap**: 8.0 eV
**Total charge**: -1
**HOMO**: -8.13 eV

A molecular structure, C43H36FeGeN7O3S2. Source: the Open Molecules 2025 dataset; level of theory: wB97M-V/def2-TZVPD.

Last column: Löwdin charge in e.
Atoms and positions in Å:
H1 -3.32 0.94 0.61  0.063
H2 -1.63 -0.67 -3.48  0.073
C1 -0.34 1.39 -0.37  -0.783
O1 -3.67 -2.23 -1.97  -0.304
C2 0.40 -4.09 0.86  -0.122
S1 -0.95 2.26 0.85  0.648
C3 -4.16 4.33 -1.99  -0.096
H3 -2.66 0.37 7.50  0.092
H4 -5.71 4.55 -3.45  0.092
H5 1.09 6.83 -2.20  0.094
C4 2.72 5.44 -2.02  -0.111
C5 -1.77 -4.95 0.66  -0.137
H6 3.48 6.22 -1.93  0.091
H7 0.60 1.28 4.85  0.106
H8 4.13 3.82 -1.85  0.094
N1 1.00 0.21 2.60  0.104
H9 -0.62 5.07 -2.40  0.090
C6 -4.62 0.30 2.19  -0.033
C7 -3.91 0.14 1.01  -0.059
C8 -2.94 3.73 -1.68  -0.124
N2 -2.18 -3.87 0.02  0.143
C9 -4.71 -2.13 0.85  -0.064
H10 1.33 2.27 -4.44  0.087
C10 0.46 -0.52 -6.12  -0.107
C11 -0.53 -0.99 -5.27  -0.086
C12 2.84 -1.32 -3.01  -0.065
H11 0.71 -1.07 -7.03  0.093
H12 -3.65 -1.07 5.75  0.089
H13 1.43 -4.12 1.18  0.112
O2 -2.88 0.09 -1.68  -0.337
H14 -6.31 -1.42 4.38  0.078
C13 1.12 0.66 -5.81  -0.099
C14 -5.42 -1.96 2.03  -0.040
Ge1 -0.60 2.01 -2.21  0.916
C15 -0.18 0.88 -3.77  -0.259
H15 -4.57 1.25 2.72  0.116
C16 1.71 -1.38 -2.24  -0.117
C17 -3.95 -1.08 0.34  -0.274
H16 -4.63 4.98 -1.27  0.095
H17 4.71 0.52 -0.87  0.106
H18 2.87 -1.80 -3.98  0.097
C18 -2.31 2.87 -2.59  -0.274
C19 2.12 3.12 -2.07  -0.114
H19 -0.53 1.56 7.05  0.094
C20 -2.72 -0.55 5.56  -0.095
C21 -2.17 0.26 6.54  -0.107
N3 1.60 -0.80 -1.04  0.031
C22 3.59 1.01 1.60  -0.024
C23 -2.10 -0.69 4.33  -0.020
C24 -1.27 -2.91 -0.19  -0.454
C25 -5.37 -0.75 2.72  -0.341
H20 3.96 1.86 1.03  0.075
C26 0.77 3.44 -2.22  -0.271
C27 -0.33 0.77 5.06  -0.030
C28 0.42 4.79 -2.27  -0.094
N4 1.36 -0.05 1.32  -0.070
Fe1 0.03 -0.66 0.15  0.516
H21 -2.49 3.92 -0.72  0.059
H22 -4.75 -3.06 0.30  0.102
H23 1.89 1.05 -6.47  0.095
H24 -5.72 0.13 4.51  0.076
H25 -4.62 3.04 -5.08  0.095
H26 3.15 1.38 2.53  0.065
H27 -0.16 -6.02 1.64  0.086
C29 3.87 -0.02 -1.28  -0.040
C30 -0.89 -0.04 4.08  -0.134
O3 -0.91 -0.83 1.84  -0.117
C31 -0.97 0.92 6.29  -0.095
C32 -4.76 4.09 -3.21  -0.109
C33 -4.15 3.24 -4.13  -0.094
C34 1.39 5.78 -2.17  -0.100
C35 -2.94 2.64 -3.81  -0.097
H28 -1.06 -1.90 -5.51  0.102
C36 3.94 -0.60 -2.52  -0.078
N5 -6.10 -0.57 3.89  0.089
S2 -3.03 -1.25 -1.15  0.602
H29 4.44 0.37 1.85  0.081
N6 -1.52 -1.71 -0.77  -0.125
H30 -2.48 1.97 -4.53  0.093
C37 -0.47 -5.13 1.11  -0.073
H31 4.85 -0.51 -3.11  0.100
N7 0.02 -3.00 0.21  0.090
H32 2.42 2.08 -2.02  0.083
C38 -0.23 -0.22 2.76  -0.467
H33 -6.02 -2.77 2.42  0.103
H34 -2.52 -5.72 0.82  0.104
C39 3.09 4.10 -1.97  -0.095
C40 -0.84 -0.29 -4.11  -0.112
H35 -2.52 -1.30 3.55  0.110
C41 2.54 0.27 0.83  -0.265
C42 2.70 -0.16 -0.51  -0.221
H36 0.82 -1.90 -2.58  0.109
C43 0.80 1.35 -4.65  -0.105

**Multiplicity**: 5
**Energy relative to the best compared isomer or geometry (same formula, charge and spin)**: 0.0 kcal/mol
**HOMO-LUMO gap (alpha / beta)**: 4.9 / 7.1 eV
**Total charge**: -1
**HOMO (alpha / beta)**: -2.65 / -5.13 eV

A molecular structure, C5H8O. Source: the Open Molecules 2025 dataset; level of theory: wB97M-V/def2-TZVPD.

Last column: Löwdin charge in e.
Atoms and positions in Å:
C1 0.68 -0.19 -1.87  -0.032
H1 -1.21 -0.86 1.84  0.148
C2 -0.63 -0.31 1.09  -0.422
H2 1.34 -1.01 -2.18  0.083
H3 1.30 0.62 -1.48  0.081
C3 -0.28 -0.68 -0.81  -0.442
C4 0.02 0.95 1.68  -0.037
H4 -0.93 -1.49 -1.22  0.163
C5 -1.32 0.17 -0.15  0.195
H5 0.13 0.17 -2.74  0.085
O1 0.34 -1.12 0.41  -0.083
H6 0.90 0.65 2.25  0.090
H7 0.35 1.63 0.88  0.082
H8 -0.68 1.48 2.31  0.087

**Energy relative to the best compared isomer or geometry (same formula, charge and spin)**: 105.9 kcal/mol
**HOMO-LUMO gap**: 8.9 eV
**Total charge**: 0
**HOMO**: -9.06 eV

Calculated total energy? In order: -1896.96944; -2802.31526; -1186.68830; -2924.16948; -10122.56498; -6406.26350; -270.38921 Eh.